89
Properties=species:S:1:pos:R:3:forces:R:3:mulliken_charge:R:1 method="wB97M-V/def2-TZVPD" orbital_gap_ev=8.31 multiplicity=1 total_charge=-1
C 1.7271 -0.5449 1.9113 -0.278 -0.187 -0.730 -1.767
C 1.4115 0.1531 0.5072 -1.811 0.202 1.725 1.723
C -0.1132 0.6394 0.4528 1.074 -0.385 0.654 -0.724
B -0.7882 0.5095 -1.0361 -0.063 2.500 1.598 -0.268
C -2.2260 1.2933 -1.0111 -1.095 0.220 -0.094 -0.479
C -2.1371 2.8452 -0.7339 -0.948 0.166 0.526 -0.417
C -2.3979 3.1961 0.7828 0.790 -0.935 -0.430 -0.075
F -3.4954 4.0981 0.8928 0.684 -0.231 0.173 -0.403
C 0.2760 1.2479 -2.0738 0.362 0.574 -1.281 -0.036
B -0.3276 1.5427 -3.5195 0.278 -0.274 0.024 1.204
O -1.2887 2.5396 -3.8071 0.268 -1.551 0.089 -0.641
O 0.0900 0.7304 -4.6150 -0.270 0.937 -0.018 -0.570
S -1.1137 -1.2700 -1.6227 2.098 0.634 -5.323 1.937
O 0.1384 -1.7471 -2.2702 -0.541 -0.440 2.147 -0.802
O -2.1304 -1.2822 -2.7019 -0.544 -0.392 2.307 -0.792
C -1.4546 -2.5318 -0.2974 1.136 -1.011 0.773 0.497
F -1.3333 -3.7767 -0.8914 -0.904 1.206 0.603 -0.329
F -0.4228 -2.5047 0.6302 -1.082 0.383 -0.855 -0.204
C -2.7754 -2.4094 0.5280 -0.414 -0.621 1.357 0.399
F -2.7644 -3.4601 1.4410 -0.068 0.736 -1.104 -0.320
F -2.8382 -1.2843 1.3109 0.443 -0.793 -1.332 -0.198
C -4.1443 -2.5029 -0.2378 -1.290 0.498 0.547 0.656
F -4.4663 -1.3702 -0.9290 0.880 -1.277 0.442 -0.189
F -5.1192 -2.5825 0.7514 1.102 -0.214 -0.706 -0.331
C -4.3726 -3.7675 -1.1443 -1.311 -0.915 -1.277 0.489
F -3.7865 -3.7127 -2.3522 -0.191 0.271 1.267 -0.165
F -4.0365 -4.9444 -0.5662 -0.029 1.260 -0.103 -0.241
F -5.7321 -3.8310 -1.3801 1.311 0.178 0.301 -0.288
O 2.2355 1.3375 0.4576 0.769 -0.759 -1.050 -0.168
C 3.3885 1.1974 -0.3795 1.033 0.785 0.371 -0.548
C 4.1645 -0.1349 -0.2563 0.401 -1.967 -1.173 0.531
C 4.8149 -0.6484 0.9132 -0.034 -0.652 -1.157 0.023
C 5.4703 -1.9531 0.8916 -1.052 0.956 -1.225 -0.798
C 5.4664 -2.7442 -0.3080 -0.588 1.139 -0.439 -0.152
C 4.8421 -2.2433 -1.5277 0.200 1.303 2.116 -0.695
C 4.2117 -0.9613 -1.4606 0.375 -0.268 0.623 -0.159
H 0.7910 -0.7208 2.5007 0.774 0.003 -0.598 0.356
H 2.2222 -1.5195 1.6867 -0.223 0.643 0.605 0.234
H 2.3825 0.1142 2.5341 -0.412 -0.599 -0.669 0.315
H 1.5234 -0.5436 -0.3556 0.589 0.548 0.636 -0.024
H -0.6698 0.1228 1.2739 0.271 0.348 -0.593 -0.143
H -0.0689 1.7285 0.7423 -0.189 -0.901 -0.356 -0.045
H -2.8944 0.8742 -0.1999 0.538 0.294 -0.705 -0.060
H -2.8250 1.1712 -1.9544 0.680 -0.044 0.704 0.416
H -1.2080 3.3402 -1.0920 -0.552 -0.540 0.264 -0.023
H -2.9815 3.3355 -1.2932 0.782 -0.329 0.509 0.447
H -2.6657 2.2780 1.3667 -0.015 0.766 -0.542 0.087
H -1.4751 3.6048 1.2744 -1.040 0.199 -0.396 0.189
H 0.5948 2.2344 -1.6283 -0.480 -0.956 -0.001 -0.328
H 1.2170 0.6640 -2.2191 -0.721 0.264 0.148 -0.483
H -1.7820 2.1958 -4.5766 0.387 0.524 0.181 0.260
H 1.0015 0.9325 -4.8687 -0.286 -0.371 0.287 0.252
H 4.1038 2.0136 -0.0758 -0.768 -0.598 -0.117 0.270
H 3.1390 1.4351 -1.4517 0.107 -0.614 0.876 0.148
H 4.7770 -0.0368 1.8388 0.145 -0.627 -0.656 0.342
H 5.9267 -2.3187 1.8330 -0.290 0.166 -0.848 0.344
H 5.9290 -3.7510 -0.3358 -0.309 0.800 0.202 0.360
H 4.8272 -2.8162 -2.4766 0.103 0.483 0.948 0.341
H 3.7188 -0.5816 -2.3860 0.345 -0.269 0.907 0.135
C 3.4965 5.6835 2.5151 -0.311 0.373 0.565 -0.472
C 4.6825 5.4976 1.6132 0.329 -0.570 0.070 0.311
O 4.1871 4.6403 0.6044 -0.265 0.695 0.249 -0.244
C 2.8481 4.9081 0.5194 -1.172 -0.661 -1.122 0.641
O 2.1542 4.5800 -0.3902 0.579 0.274 0.647 -0.496
O 2.4081 5.6061 1.6023 0.419 -0.110 -0.209 -0.304
F 5.6959 4.8679 2.2597 0.172 0.083 -0.050 -0.296
H 3.4070 4.8868 3.2572 0.212 -0.076 -0.118 0.296
H 3.5087 6.6436 3.0297 -0.167 0.011 -0.144 0.281
H 5.0529 6.4207 1.1600 0.159 -0.074 0.059 0.264
C -6.5108 2.7921 1.5040 0.211 0.402 -0.653 -0.221
C -6.4540 1.4488 2.1703 0.606 -0.112 0.209 0.354
O -7.0692 1.6916 3.4235 -0.451 0.194 -0.486 -0.312
C -7.9571 2.7070 3.2132 -0.430 0.375 0.375 0.574
O -8.8332 2.9954 3.9630 0.220 -0.044 -0.112 -0.523
O -7.7180 3.3423 2.0356 -0.049 -0.452 0.419 -0.336
F -5.1751 1.0593 2.3818 -0.048 -0.155 0.021 -0.294
H -5.6690 3.4322 1.7758 0.085 -0.223 0.054 0.168
H -6.5578 2.7184 0.4187 -0.178 0.092 0.071 0.291
H -6.9953 0.6593 1.6431 0.145 -0.089 0.062 0.273
C 1.8125 -5.5838 -0.7609 -0.731 0.168 -0.190 0.049
C 3.1926 -5.8014 -1.3112 0.165 0.559 -0.061 0.236
O 3.9616 -6.0566 -0.1509 -0.467 -0.451 -0.072 -0.277
C 3.1038 -6.6240 0.7477 -0.058 -0.200 0.712 0.596
O 3.4484 -7.2088 1.7228 -0.020 0.154 -0.196 -0.535
O 1.8078 -6.4423 0.3814 0.614 -0.074 -0.066 -0.321
F 3.6617 -4.6810 -1.9074 0.028 -0.370 -0.162 -0.161
H 1.6461 -4.5520 -0.4427 0.199 0.023 -0.124 -0.032
H 1.0313 -5.8632 -1.4661 -0.027 -0.118 0.188 0.246
H 3.2766 -6.6470 -1.9990 0.100 0.109 -0.071 0.155